Record 1
This record from the Open Molecules 2025 dataset describes a 2-piece molecular cluster, C3H3NO2 overall. The level of theory is ωB97M-V/def2-TZVPD.

Properties
**SMILES**: N#CC(=O)C=O.[H][H]
**Net charge**: 0
**Lowest unoccupied orbital energy**: -1.963 eV
**HOMO-LUMO gap**: 0.3365 Ha
**Relative energy (zero: lowest compared OMol25 entry of this formula, charge and spin)**: 76.44 kcal per mole

Cartesian coordinates (Å):
O -0.26755 -1.79010 -0.11528
C -0.10051 -0.65212 -0.45654
C 1.21075 0.11825 -0.20227
O 2.16740 -0.44877 0.24380
C -1.14817 0.13318 -1.14486
N -1.93312 0.78293 -1.69278
H -0.54267 -0.02569 2.05351
H -0.70203 0.67427 1.86148
H 1.19495 1.19752 -0.45241

These are the Löwdin partial charges, in e, on atoms 1 to 8:
1 O 0.150
2 C -0.396
3 C -0.204
4 O 0.115
5 C -0.124
6 N 0.191
7 H 0.069
8 H 0.069

---

Record 2
This record from the Open Molecules 2025 dataset describes C17H17ClF5N5ReSe2 as an isolated structure. The level of theory is ωB97M-V/def2-TZVPD.

Properties
**2S+1**: 4
**Net charge**: +2
**Lowest unoccupied orbital energy (spin up / spin down)**: -6.838 / -8.210 eV
**HOMO-LUMO gap (spin up / spin down)**: 0.2890 / 0.2407 Ha

Cartesian coordinates (Å):
Re -0.36249 0.13440 -0.10081
N -0.33576 0.43548 4.15318
C -1.07005 0.45533 3.05171
N -0.25300 0.30671 2.01155
C 0.99297 0.19456 2.58075
N 0.97058 0.26961 3.87996
C 2.14816 -0.02362 1.71967
C 3.44690 -0.16324 2.18626
N 4.45545 -0.38377 1.35521
C 4.17191 -0.47192 0.06483
C 2.87520 -0.33668 -0.42158
N 1.85645 -0.10755 0.40880
H -0.64438 0.50975 5.11409
H -2.14215 0.55261 3.02902
H 3.66415 -0.09706 3.24537
H 4.99248 -0.66043 -0.61618
H 2.66018 -0.43532 -1.47581
C -1.40374 0.56657 -3.76567
Se 0.16641 0.33045 -2.63760
C 0.88529 2.15071 -2.76527
C 0.10253 3.18563 -1.99164
Se 0.21325 2.77819 -0.08420
C -1.32981 3.78683 0.53489
H -1.01632 0.90995 -4.72204
H -2.10484 1.26710 -3.32622
H -1.86097 -0.41235 -3.86838
H 0.89969 2.37865 -3.83175
H 1.92213 2.08684 -2.43146
H -0.95013 3.20827 -2.27113
H 0.52953 4.17777 -2.13857
H -1.06886 4.84004 0.47237
H -1.50638 3.51918 1.57371
H -2.19958 3.56615 -0.07613
Cl -3.25209 -0.46336 -1.26996
C -2.44029 0.45066 0.02664
H -2.85815 0.08284 0.95852
H -2.72791 1.49562 -0.08911
F -2.22594 -1.87535 1.71841
C -1.44162 -2.59783 0.89377
C -0.54665 -1.95415 0.03459
C 0.24008 -2.82597 -0.71971
F 1.16012 -2.31527 -1.56390
C 0.14736 -4.20351 -0.67097
F 0.92742 -4.95955 -1.42272
C -0.77748 -4.78566 0.18794
F -0.88560 -6.09004 0.26018
C -1.57696 -3.97003 0.98136
F -2.44708 -4.50726 1.81800

These are the Löwdin partial charges, in e, on atoms 1 to 8:
1 Re 1.215
2 N 0.097
3 C -0.074
4 N -0.047
5 C -0.282
6 N 0.191
7 C -0.175
8 C -0.010

---

Record 3
This record from the Open Molecules 2025 dataset describes a 2-piece molecular cluster, H4O2 overall. The level of theory is ωB97M-V/def2-TZVPD.

Properties
**SMILES**: O.O
**Net charge**: 0
**Lowest unoccupied orbital energy**: 0.541 eV
**HOMO-LUMO gap**: 0.4234 Ha
**Relative energy (zero: lowest compared OMol25 entry of this formula, charge and spin)**: 7.97 kcal per mole

Cartesian coordinates (Å):
H 0.63671 -0.15929 -0.23522
H 1.62635 0.79901 -0.08789
H -1.66678 0.46014 0.42965
H -1.05386 -0.86434 0.28705
O 1.61791 -0.17063 -0.12524
O -1.16033 -0.06490 -0.26836

Charges in e, computed with Löwdin, in the same order as the atoms:
1 H -0.020
2 H 0.033
3 H 0.097
4 H 0.065
5 O -0.095
6 O -0.080

---

Record 4
This record from the Open Molecules 2025 dataset describes a 3-piece molecular cluster, C6H12O2 overall. The level of theory is ωB97M-V/def2-TZVPD.

Properties
**2S+1**: 2
**Net charge**: -1
**Lowest unoccupied orbital energy (spin up / spin down)**: 3.968 / 3.840 eV
**HOMO-LUMO gap (spin up / spin down)**: 0.1582 / 0.2584 Ha
**Relative energy (zero: lowest compared OMol25 entry of this formula, charge and spin)**: 24.54 kcal per mole

Cartesian coordinates (Å):
C -0.37066 0.96398 -0.46815
C -1.49264 1.73254 -0.24786
C 0.99453 -1.05813 -0.73645
C -0.20967 -0.44401 -0.35656
C -1.37095 -1.25424 0.03602
C -1.91182 -2.20507 -0.72810
H 0.60001 1.44933 -0.55346
H -1.37620 2.78169 0.00617
H -2.48551 1.33887 -0.05423
H 1.05576 -2.13919 -0.73642
H 1.83848 -0.48869 -1.10471
H -1.75092 -1.19114 1.05562
H -2.74131 -2.83288 -0.41052
H -1.47017 -2.43298 -1.69617
H 0.29189 1.01927 3.53637
H 0.19944 -0.23083 2.63430
O 0.78154 0.25565 3.22719
H 3.74852 1.13639 -0.98898
H 2.38737 1.63391 -1.25883
O 3.28230 1.96555 -1.15522

These are the Löwdin partial charges, in e, on atoms 1 to 8:
1 C -0.249
2 C -0.104
3 C -0.060
4 C -0.439
5 C -0.206
6 C -0.032
7 H 0.060
8 H -0.014

---

Record 5
This record from the Open Molecules 2025 dataset describes C3HEuO3 as an isolated structure. The level of theory is ωB97M-V/def2-TZVPD.

Properties
**2S+1**: 7
**Net charge**: +2
**Lowest unoccupied orbital energy (spin up / spin down)**: -9.943 / -10.431 eV
**HOMO-LUMO gap (spin up / spin down)**: 0.2523 / 0.2132 Ha
**Relative energy (zero: lowest compared OMol25 entry of this formula, charge and spin)**: 0.00 kcal per mole

Cartesian coordinates (Å):
C -2.81318 0.08766 0.16376
C -1.82434 -0.58113 0.00022
O -3.78156 0.94410 0.32277
H -4.05024 1.34612 -0.51420
O -0.72510 -1.49329 0.02352
C 0.11303 -0.85722 -0.85469
O 1.06237 -0.28580 -0.24771
Eu 3.34182 -1.36854 -0.23128

Charges in e, computed with Löwdin, in the same order as the atoms:
1 C -0.037
2 C 0.025
3 O 0.185
4 H 0.165
5 O 0.060
6 C -0.130
7 O -0.186
8 Eu 1.918

---

Record 6
This record from the Open Molecules 2025 dataset describes C20H21IN5OPdS as an isolated structure. The level of theory is ωB97M-V/def2-TZVPD.

Properties
**2S+1**: 5
**Net charge**: +1
**Lowest unoccupied orbital energy (spin up / spin down)**: -4.176 / -6.312 eV
**HOMO-LUMO gap (spin up / spin down)**: 0.2431 / 0.1994 Ha
**Relative energy (zero: lowest compared OMol25 entry of this formula, charge and spin)**: 26.60 kcal per mole

Cartesian coordinates (Å):
Pd -0.18016 0.83635 0.99780
C -1.49308 3.23919 3.04799
N -0.40747 2.25659 2.96098
C -0.48478 1.38992 4.15081
C 0.90069 2.93944 2.92963
C 2.00704 1.94874 2.68409
C 3.25122 2.07151 3.29375
C 4.23993 1.12440 3.06417
C 3.98924 0.03798 2.24050
C 2.74531 -0.09756 1.62776
C 1.77964 0.86948 1.83905
H -1.43970 3.78980 3.99390
H -2.45441 2.72917 2.99932
H -1.43130 3.96034 2.23691
H -0.39012 1.98965 5.06309
H 0.31664 0.65555 4.13389
H -1.44722 0.88093 4.16883
H 1.06619 3.48658 3.86616
H 0.86810 3.68109 2.12591
H 3.44500 2.90412 3.96053
H 5.20290 1.22668 3.54609
H 4.75528 -0.70958 2.07883
H 2.54841 -0.95723 0.99683
O -0.76788 -2.08031 4.25124
S -0.67159 -2.07007 2.81318
N -0.91068 -0.77042 2.08217
I -0.69595 2.66022 -2.13881
C -1.23131 2.71980 -0.18437
H -2.27062 2.50339 0.02649
H -0.75265 3.51709 0.36510
N -3.68868 -4.96967 -7.39399
C -3.10394 -4.39684 -6.58913
C -2.37404 -3.67702 -5.58074
C -2.42264 -4.10513 -4.25707
C -1.71729 -3.41479 -3.28673
C -0.98584 -2.29446 -3.65113
C -0.93317 -1.85764 -4.96674
C -1.62605 -2.55809 -5.93791
N -0.27341 -1.56615 -2.64836
C 1.04484 -1.16726 -2.70041
C 1.28032 -0.49065 -1.54623
N 0.12881 -0.46484 -0.79409
C -0.78140 -1.11891 -1.48226
H -2.99974 -4.98116 -3.99689
H -1.72063 -3.74869 -2.25801
H -0.36501 -0.97302 -5.22033
H -1.60092 -2.23591 -6.96928
H 1.67644 -1.42224 -3.53253
H 2.18642 -0.01815 -1.20816
H -1.81070 -1.27221 -1.20182

These are the Löwdin partial charges, in e, on atoms 1 to 8:
1 Pd 0.834
2 C -0.087
3 N -0.318
4 C -0.093
5 C -0.165
6 C -0.260
7 C -0.029
8 C -0.069